1.
The following is a quantum chemistry calculation of a cluster of 2 separate species, C4H6N3O2 in total at a distorted geometry, from the OMol25 dataset.

The geometry in XYZ format:
```
15
Properties=species:S:1:pos:R:3:nbo_charge:R:1
C -1.087 1.119 -0.152 -0.143
C -1.886 0.046 0.068 0.497
C 2.963 -1.338 0.114 -0.705
C 2.854 -0.051 -0.063 0.701
N 0.174 -0.441 0.737 0.175
N 0.142 0.791 0.282 -0.244
N -3.141 -0.044 -0.351 -0.753
O -1.050 -0.907 0.609 -0.192
O 2.778 1.099 -0.185 -0.504
H -1.309 1.993 -0.602 0.250
H 3.141 -1.704 1.112 0.291
H 2.595 -1.962 -0.762 0.290
H -3.355 0.663 -0.935 0.407
H -3.918 -0.522 0.072 0.442
H 1.099 1.258 0.056 0.487
```

Values from the calculation:
Charge ... +1
Orbital gap (spin up / spin down) ... 8.51 / 8.51 eV
HOMO level (spin up / spin down) ... -0.4849 / -0.4849 hartree
Largest force on an atom ... 0.074 hartree/bohr
LUMO energy (spin up / spin down) ... -4.684 / -4.685 eV
Spin multiplicity ... 1


2.
The following is a quantum chemistry calculation of an isolated molecule of C4H6N3O3P at a distorted geometry, from the OMol25 dataset.

The geometry in XYZ format:
```
17
Properties=species:S:1:pos:R:3:nbo_charge:R:1
H 2.934 -1.232 -0.116 0.358
N 1.995 -1.147 -0.297 -0.628
C 1.784 -0.509 -1.372 0.425
O 0.446 -0.087 -1.667 -0.831
P -0.417 1.102 -1.148 2.280
C -0.763 2.115 -2.685 -0.098
N -0.964 2.853 -3.541 -0.241
N 0.110 1.865 0.168 -1.054
C 1.428 2.170 0.157 0.532
O 2.192 1.915 -0.759 -0.653
O -1.883 0.627 -0.847 -0.794
C -2.349 0.608 0.536 -0.286
H 2.610 -0.114 -2.067 0.210
H 1.624 2.519 1.194 0.132
H -1.656 0.951 1.340 0.245
H -2.901 -0.330 0.663 0.208
H -3.210 1.364 0.716 0.196
```

Values from the calculation:
Orbital gap ... 10.82 eV
HOMO level ... -0.3768 hartree
Largest force on an atom ... 0.087 hartree/bohr
SMILES ... [H]/N=C/O[P@](C#N)(=NC=O)OC
LUMO energy ... 0.567 eV
Spin multiplicity ... 1


3.
The following is a quantum chemistry calculation of a cluster of 2 separate species, C4H6N3OS in total at a distorted geometry, from the OMol25 dataset.

The geometry in XYZ format:
```
15
Properties=species:S:1:pos:R:3:nbo_charge:R:1
C 1.667 -2.026 -0.166 0.299
C 2.712 2.406 -0.286 0.633
C 0.520 -1.573 0.725 0.033
C -1.154 0.068 1.136 -0.428
N 2.695 1.328 0.294 -0.699
N 2.886 3.570 -0.687 -0.807
N 0.194 -0.382 0.686 -0.426
O 2.632 -1.323 -0.488 -0.675
S 1.192 -3.559 -0.745 -0.444
H 0.011 -2.474 1.259 0.165
H -1.972 -0.602 1.665 0.151
H -0.992 0.787 1.910 0.188
H -1.585 0.546 0.346 0.190
H 2.562 0.412 -0.210 0.456
H 2.175 4.181 -0.659 0.362
```

Values from the calculation:
Charge ... -1
Orbital gap ... 7.49 eV
HOMO level ... -0.1445 hartree
Largest force on an atom ... 0.085 hartree/bohr
LUMO energy ... 3.557 eV
Spin multiplicity ... 1


4.
The following is a quantum chemistry calculation of the ion C4H6N3S with charge +1 at a distorted geometry, from the OMol25 dataset.

The geometry in XYZ format:
```
14
Properties=species:S:1:pos:R:3:lowdin_spin:R:1
C -1.681 1.347 -0.013 0.208
C -1.112 -2.233 -1.840 0.110
C -0.251 1.630 0.114 0.053
C 0.469 1.103 1.412 0.005
N -2.369 0.291 0.067 0.415
N -2.190 -0.927 -0.114 0.642
N -1.439 -1.516 -0.887 0.313
S -1.520 2.972 0.140 0.214
H -1.721 -2.421 -2.603 0.019
H -0.203 -2.716 -1.813 0.014
H 0.440 1.504 -0.776 0.001
H -0.258 1.009 2.293 0.000
H 1.264 1.771 1.543 0.003
H 0.924 0.051 1.067 0.002
```

Values from the calculation:
Charge ... +1
⟨S²⟩ ... 2.02
Orbital gap (spin up / spin down) ... 7.86 / 6.31 eV
HOMO level (spin up / spin down) ... -0.4389 / -0.5264 hartree
Largest force on an atom ... 0.087 hartree/bohr
LUMO energy (spin up / spin down) ... -4.080 / -8.016 eV
Spin multiplicity ... 3


5.
The following is a quantum chemistry calculation of a cluster of 2 separate species, C4H6N4 in total at a distorted geometry, from the OMol25 dataset.

The geometry in XYZ format:
```
14
Properties=species:S:1:pos:R:3:nbo_charge:R:1
C -1.640 0.614 -0.079 0.304
C -0.058 -1.210 0.119 -0.066
C 1.237 -1.427 -0.025 -0.086
C 0.865 0.777 -0.117 0.499
H -2.982 -0.915 -0.624 0.351
H -1.738 1.701 0.132 0.167
H -0.779 -1.993 0.122 0.224
H 1.815 -2.221 -0.039 0.210
H 2.846 -0.041 0.845 0.317
H 0.513 2.677 0.311 0.338
N -2.750 0.085 -0.074 -0.673
N -0.376 0.129 -0.093 -0.462
N 1.772 -0.150 -0.426 -0.449
N 1.275 1.975 -0.052 -0.674
```

Values from the calculation:
Orbital gap ... 7.25 eV
HOMO level ... -0.3036 hartree
Largest force on an atom ... 0.159 hartree/bohr
LUMO energy ... -1.008 eV
Spin multiplicity ... 1


6.
The following is a quantum chemistry calculation of an isolated molecule of C4H6N4 at a distorted geometry, from the OMol25 dataset.

The geometry in XYZ format:
```
14
Properties=species:S:1:pos:R:3:nbo_charge:R:1
C -0.720 -1.395 0.332 -0.440
N 0.326 -0.524 -0.161 -0.420
C 1.221 -0.022 0.880 -0.155
N 0.828 1.380 1.098 -0.085
N 0.016 1.827 0.370 -0.095
C -0.474 0.831 -0.605 -0.078
C -0.102 1.140 -1.985 0.256
N 0.086 1.362 -3.093 -0.276
H -1.444 -1.683 -0.515 0.213
H -0.307 -2.392 0.486 0.218
H -1.349 -0.948 1.215 0.177
H 2.362 -0.178 0.629 0.229
H 1.075 -0.335 1.893 0.213
H -1.520 0.935 -0.545 0.243
```

Values from the calculation:
Orbital gap ... 10.51 eV
HOMO level ... -0.3602 hartree
Largest force on an atom ... 0.085 hartree/bohr
SMILES ... CN1CN=N[C@H]1C#N
LUMO energy ... 0.709 eV
Spin multiplicity ... 1


What did the sixth record say?
The following is a quantum chemistry calculation of an isolated molecule of C4H6N4 at a distorted geometry, from the OMol25 dataset.

The geometry in XYZ format:
```
14
Properties=species:S:1:pos:R:3:nbo_charge:R:1
C -0.720 -1.395 0.332 -0.440
N 0.326 -0.524 -0.161 -0.420
C 1.221 -0.022 0.880 -0.155
N 0.828 1.380 1.098 -0.085
N 0.016 1.827 0.370 -0.095
C -0.474 0.831 -0.605 -0.078
C -0.102 1.140 -1.985 0.256
N 0.086 1.362 -3.093 -0.276
H -1.444 -1.683 -0.515 0.213
H -0.307 -2.392 0.486 0.218
H -1.349 -0.948 1.215 0.177
H 2.362 -0.178 0.629 0.229
H 1.075 -0.335 1.893 0.213
H -1.520 0.935 -0.545 0.243
```

Values from the calculation:
Orbital gap ... 10.51 eV
HOMO level ... -0.3602 hartree
Largest force on an atom ... 0.085 hartree/bohr
SMILES ... CN1CN=N[C@H]1C#N
LUMO energy ... 0.709 eV
Spin multiplicity ... 1


Q: The highest largest force on an atom belongs to which entry?
A: number 5